C32H25F10HgN4OS | the ωB97M-V functional and the def2-TZVPD basis

Structure (XYZ):
```
74
C32H25F10HgN4OS the ωB97M-V functional and the def2-TZVPD basis
Hg -0.928 -0.847 0.421
C 0.257 1.231 5.445
C 0.354 2.075 4.205
C 1.690 1.761 3.529
C 2.914 1.774 4.242
C 4.101 1.367 3.634
C 4.045 0.803 2.362
C 2.959 1.000 1.509
C 2.922 0.577 0.055
C 4.278 0.378 -0.538
C 1.742 1.522 2.116
N 0.715 1.829 1.266
C -0.100 2.861 1.418
C -0.694 3.489 0.281
C -0.632 4.901 0.125
C -0.982 5.144 -1.226
C -1.269 3.829 -1.737
N -1.201 2.852 -0.801
H -0.757 0.939 5.738
H 0.605 1.720 6.404
H 0.803 0.281 5.321
H 0.382 3.139 4.493
H -0.468 1.804 3.557
H 2.904 2.173 5.264
H 4.969 1.193 4.226
H 4.789 0.126 1.964
H 2.393 1.390 -0.477
H 2.249 -0.287 -0.135
H 4.916 1.223 -0.392
H 4.134 0.171 -1.653
H 4.757 -0.541 -0.213
H -0.270 3.341 2.384
H -0.230 5.597 0.826
H -1.130 6.110 -1.781
H -1.625 3.565 -2.709
F -7.402 -2.572 -0.364
C -6.462 -1.622 -0.103
C -5.371 -1.447 -0.993
F -5.303 -1.977 -2.254
C -4.245 -0.773 -0.527
F -3.244 -0.592 -1.392
C -4.123 -0.292 0.780
S -2.737 0.552 1.370
C -5.175 -0.557 1.629
F -5.003 -0.286 2.944
C -6.323 -1.173 1.195
F -7.224 -1.508 2.148
N -0.057 -1.091 -1.702
C 0.082 -0.747 -2.837
N 0.423 -0.495 -4.089
C -0.439 0.191 -5.099
C 0.293 0.216 -6.426
O 1.669 0.667 -6.255
C 2.450 -0.254 -5.512
C 1.620 -1.164 -4.583
H -0.615 1.216 -4.770
H -1.388 -0.300 -5.295
H -0.090 0.968 -7.154
H 0.360 -0.783 -6.869
H 3.168 0.394 -4.980
H 3.019 -0.898 -6.220
H 2.243 -1.418 -3.701
H 1.334 -2.106 -5.129
F -2.592 -3.766 0.719
C -1.284 -4.020 1.097
C -0.331 -3.015 0.937
C 0.977 -3.465 1.269
F 2.061 -2.611 1.163
C 1.253 -4.771 1.655
F 2.460 -5.067 1.986
C 0.184 -5.658 2.031
F 0.420 -6.887 2.658
C -1.098 -5.250 1.703
F -2.104 -6.129 1.844
```

Computed properties:
Relative energy (zero: lowest compared OMol25 entry of this formula, charge and spin) in kcal per mole: 33.7
Charge: -2
E_LUMO (alpha / beta) in eV: 3.798 / 3.772
Multiplicity: 2
Frontier orbital gap (alpha / beta) in eV: 2.416 / 5.044

=====

C14H23ClN2O | the ωB97M-V functional and the def2-TZVPD basis

Structure (XYZ):
```
41
C14H23ClN2O the ωB97M-V functional and the def2-TZVPD basis
C 0.958 2.774 4.451
C 0.705 1.715 3.404
C 0.476 0.417 4.176
C 0.401 -0.898 3.377
N -0.579 -0.735 2.289
C -0.050 -1.276 1.000
C 0.843 -0.318 0.222
O -0.049 0.715 -0.259
C 1.595 -0.967 -0.919
N 0.613 -1.451 -2.021
C -0.058 -0.630 -2.910
C 0.721 0.171 -3.722
C 0.093 1.010 -4.692
C -1.326 1.071 -4.721
Cl -2.216 1.997 -5.969
C -2.090 0.126 -4.011
C -1.453 -0.667 -3.081
C -2.253 -1.704 -2.414
H 2.032 2.563 4.722
H 0.729 3.808 3.943
H 0.271 2.731 5.309
H 1.554 1.580 2.731
H -0.158 1.910 2.772
H 1.416 0.227 4.772
H -0.478 0.377 4.789
H 0.277 -1.650 4.132
H 1.352 -1.052 2.903
H -0.900 0.218 2.068
H 0.402 -2.288 1.077
H -0.949 -1.467 0.394
H 1.536 -0.013 0.844
H -0.297 0.302 -1.151
H 2.179 -0.193 -1.321
H 2.172 -1.725 -0.475
H 0.362 -2.459 -1.920
H 1.784 0.157 -3.600
H 0.721 1.606 -5.355
H -3.148 -0.078 -4.114
H -2.459 -1.311 -1.458
H -3.125 -1.997 -3.011
H -1.606 -2.595 -2.250
```

Computed properties:
Relative energy (zero: lowest compared OMol25 entry of this formula, charge and spin) in kcal per mole: 0.0
Charge: 0
E_LUMO in eV: 0.700
SMILES: CCCCNC[C@H](O)CNc1ccc(Cl)cc1C
Frontier orbital gap in eV: 8.878